(1)
Density functional theory data (ωB97M-V/def2-TZVPD) for a 2-piece molecular cluster, C3H10OS2 overall in a non-equilibrium geometry.

Values from the calculation:
* highest occupied orbital energy: -9.34 eV
* energy above the lowest of the compared OMol25 structures with the same formula, charge and spin: 146.2 kJ/mol
* Kohn-Sham gap: 8.32 eV

Each line ends with the Löwdin charge.
Element x y z (Å)
C  1.24541  2.18196  -0.61406  -0.207
C  -0.13039  1.53458  -0.46100  -0.643
S  0.00512  -0.16788  -1.01093  0.619
S  1.41486  -0.67727  0.92948  0.586
C  -0.06302  -1.21664  1.80308  -0.540
H  1.31992  3.18144  -0.18589  0.070
H  1.93584  1.60369  -0.03924  -0.011
H  1.58127  2.24264  -1.66937  0.083
H  -1.00772  2.02438  -0.93618  0.087
H  -0.42326  1.19925  0.52925  0.004
H  -0.45804  -2.12423  1.43160  0.013
H  -0.82001  -0.42766  1.87463  0.025
H  0.29960  -1.31857  2.84498  0.036
O  -3.23961  -1.03040  -0.70831  -0.098
H  -2.31699  -0.96087  -0.39171  -0.052
H  -3.25033  -0.06427  -0.83304  0.029

***

(2)
Density functional theory data (ωB97M-V/def2-TZVPD) for a 3-piece molecular cluster, C16H36Br2F3O5P overall.

Values from the calculation:
* highest occupied orbital energy: -8.02 eV
* Kohn-Sham gap: 8.43 eV

Each line ends with the Löwdin charge.
Element x y z (Å)
C  0.84933  -5.24154  1.81163  -0.111
C  1.25753  -5.75668  0.42564  -0.230
C  2.50224  -5.05541  -0.14722  -0.241
O  2.30019  -4.43770  -1.41096  -0.207
C  1.37594  -3.36636  -1.41882  -0.419
P  1.92697  -1.74525  -0.61202  0.828
C  2.49373  -0.07523  0.15352  -0.402
C  1.94071  0.19981  1.55199  -0.259
C  0.43231  0.38101  1.67902  -0.835
F  -0.20938  -0.82151  1.49683  -0.068
Br  -0.29964  1.62237  0.37759  0.832
C  0.06068  0.89749  3.09022  -0.958
F  0.80975  0.25445  4.00873  0.048
F  0.35452  2.19867  3.20904  0.017
Br  -1.80643  0.62945  3.52759  0.830
H  0.41452  -4.23690  1.75569  0.062
H  1.73204  -5.18060  2.46263  0.074
H  0.13210  -5.91334  2.29176  0.069
H  1.46378  -6.83104  0.49917  0.103
H  0.42876  -5.65175  -0.28129  0.102
H  3.30037  -5.78607  -0.31699  0.121
H  2.89169  -4.32351  0.57816  0.094
H  0.39453  -3.64955  -0.99927  0.081
H  1.21420  -3.11592  -2.47847  0.070
H  3.05340  -1.71083  -1.49237  0.027
H  1.96219  -2.31884  0.69215  0.016
H  0.68710  -1.17857  -1.02673  0.025
H  2.23739  0.74995  -0.52589  0.045
H  3.58967  -0.09563  0.22857  0.073
H  2.40580  1.10047  1.97753  0.127
H  2.20098  -0.62780  2.22768  0.117
C  0.37984  -1.57538  -7.83795  -0.111
O  1.07760  -0.38114  -7.54115  -0.188
C  0.53260  0.34051  -6.45005  -0.207
C  1.33971  0.14179  -5.18687  -0.206
O  1.26605  -1.19584  -4.72124  -0.206
C  2.41773  -1.96353  -5.01802  -0.114
H  0.94190  -2.09243  -8.61353  0.089
H  0.29807  -2.22345  -6.96141  0.083
H  -0.62501  -1.35887  -8.21642  0.089
H  -0.50510  0.03949  -6.27337  0.126
H  0.53795  1.40252  -6.71376  0.126
H  0.94039  0.79269  -4.40246  0.124
H  2.38154  0.42583  -5.36657  0.127
H  3.28019  -1.60785  -4.44323  0.086
H  2.65898  -1.93198  -6.08342  0.085
H  2.20733  -2.99208  -4.72906  0.085
C  -2.09903  4.55658  3.98438  -0.121
O  -2.41833  5.60132  4.88407  -0.186
C  -3.37278  6.51705  4.37626  -0.208
C  -4.75083  6.26397  4.94640  -0.207
O  -5.28007  5.02187  4.51403  -0.189
C  -5.18543  3.99534  5.48216  -0.112
H  -1.45922  3.85394  4.51455  0.072
H  -2.99493  4.03270  3.64082  0.079
H  -1.55480  4.94012  3.11419  0.092
H  -3.41210  6.46095  3.28347  0.126
H  -3.05089  7.52569  4.65328  0.125
H  -5.42949  7.05261  4.60736  0.125
H  -4.70724  6.29996  6.03984  0.125
H  -5.83277  4.20474  6.34081  0.088
H  -4.15855  3.86504  5.83363  0.083
H  -5.52032  3.07419  5.00815  0.088

***

(3)
Density functional theory data (ωB97M-V/def2-TZVPD) for an isolated ion of composition C3H3O3 and charge +1 in a non-equilibrium geometry.

Values from the calculation:
* highest occupied orbital energy: -15.27 eV
* energy above the lowest of the compared OMol25 structures with the same formula, charge and spin: 234.1 kJ/mol
* Kohn-Sham gap: 9.32 eV
* charge: +1

Each line ends with the Löwdin charge.
Element x y z (Å)
C  1.78821  -0.23568  -1.18212  -0.104
C  0.54791  0.15242  -1.42538  0.024
C  -0.74874  -0.11765  0.64778  -0.022
O  2.81012  -0.75871  -1.06764  0.293
O  0.23281  -0.28051  1.70413  0.107
O  -0.59644  0.12256  -0.53255  0.156
H  0.45861  0.57082  -2.46145  0.176
H  -1.66144  0.11551  1.28371  0.220
H  1.21572  -0.19265  1.60659  0.151

***

(4)
Density functional theory data (ωB97M-V/def2-TZVPD) for a 2-piece molecular cluster, C2H6N3O2 overall.

Values from the calculation:
* highest occupied orbital energy: -4.56 eV
* energy above the lowest of the compared OMol25 structures with the same formula, charge and spin: 7.6 kJ/mol
* Kohn-Sham gap: 8.90 eV
* charge: -1

Each line ends with the Löwdin charge.
Element x y z (Å)
N  1.78910  0.29563  -0.96260  0.068
C  1.12031  -0.77816  -1.45317  -0.414
N  1.12322  -1.08202  -2.69613  0.005
H  2.12330  0.92200  -1.67495  0.072
H  1.40392  0.70857  -0.11518  0.037
H  0.62583  -1.35933  -0.68250  0.098
H  0.56674  -1.92459  -2.83239  0.001
N  -2.01466  0.92988  2.09829  0.074
C  -1.03394  0.32885  1.24883  -0.841
O  0.08552  0.89717  1.23598  -0.111
O  -1.40310  -0.68202  0.61604  -0.090
H  -2.74162  0.27988  2.35315  0.052
H  -1.64460  1.46414  2.86463  0.049

***

(5)
Density functional theory data (ωB97M-V/def2-TZVPD) for C21H14AuBrN3O6 as an isolated structure in a non-equilibrium geometry.

Values from the calculation:
* highest occupied orbital energy (alpha / beta): -11.27 / -11.34 eV
* spin multiplicity: 3
* Kohn-Sham gap (alpha / beta): 7.84 / 5.59 eV
* charge: +1
* <S²>: 2.0117

Each line ends with the Löwdin charge.
Element x y z (Å)
Au  0.42234  0.11695  -0.47519  1.210
O  -2.53170  -5.73867  -3.02003  0.183
C  -1.34768  -5.64442  -3.19252  -0.512
O  -0.29762  -6.14761  -3.45698  0.201
C  -0.93182  -4.08603  -2.39116  0.022
C  -1.96661  -3.33564  -1.88179  0.018
C  -1.61237  -2.14053  -1.28494  -0.066
N  -0.33459  -1.75567  -1.21011  -0.011
C  0.64687  -2.51334  -1.70799  -0.156
C  0.38918  -3.72383  -2.32942  0.082
C  2.05150  -1.99826  -1.53177  -0.567
O  2.98168  -2.60711  -1.97546  0.141
O  2.13082  -0.87798  -0.83938  -0.165
H  -2.99417  -3.65613  -1.94221  0.130
H  -2.35448  -1.48111  -0.85610  0.127
H  1.20405  -4.31328  -2.72211  0.146
C  0.50035  -0.09364  3.27230  -0.035
O  -0.01016  0.50656  2.07773  -0.159
C  -0.84190  1.57602  2.21142  -0.209
C  -1.28197  2.06723  3.42119  -0.034
C  -2.12719  3.18067  3.45675  -0.681
Br  -2.72158  3.82610  5.12127  0.802
C  -2.50890  3.79425  2.29942  -0.074
C  -2.04908  3.29435  1.06563  -0.065
C  -1.22281  2.17747  0.99806  -0.252
O  -0.79295  1.72013  -0.17718  -0.258
C  -2.42941  3.97302  -0.15844  -0.152
N  -2.06346  3.62075  -1.38775  0.214
C  -2.60261  4.50757  -2.32388  -0.149
C  -2.50693  4.56667  -3.70619  0.008
C  -3.18436  5.60040  -4.32238  -0.057
C  -3.92942  6.53776  -3.58759  -0.056
C  -4.02016  6.47271  -2.21083  0.007
C  -3.33509  5.43183  -1.60119  -0.156
N  -3.20141  5.06503  -0.25818  0.209
H  1.05946  0.64029  3.85336  0.107
H  1.16508  -0.88727  2.94984  0.100
H  -0.31182  -0.50993  3.86836  0.103
H  -0.98098  1.60379  4.34782  0.106
H  -3.15665  4.65837  2.35644  0.104
H  -1.45117  2.82012  -1.51738  0.149
H  -1.93096  3.84600  -4.27073  0.122
H  -3.13990  5.69170  -5.39877  0.114
H  -4.44385  7.33141  -4.11213  0.115
H  -4.59218  7.19525  -1.64401  0.122
H  -3.60991  5.54705  0.52419  0.169

***

(6)
Density functional theory data (ωB97M-V/def2-TZVPD) for C15H40FFeO5 as an isolated structure in a non-equilibrium geometry.

Values from the calculation:
* highest occupied orbital energy (alpha / beta): -14.90 / -14.88 eV
* spin multiplicity: 6
* energy above the lowest of the compared OMol25 structures with the same formula, charge and spin: 31.0 kJ/mol
* Kohn-Sham gap (alpha / beta): 5.94 / 3.58 eV
* charge: +2
* <S²>: 8.7608

Each line ends with the Löwdin charge.
Element x y z (Å)
Fe  21.56934  -6.89386  -11.65454  1.450
F  20.28396  -5.52741  -11.27039  -0.296
C  24.56423  -5.33843  -13.99836  -0.027
C  23.95547  -5.14886  -12.60510  -0.437
C  24.21063  -3.75267  -12.10177  -0.031
O  22.53732  -5.38502  -12.68860  -0.119
H  24.39237  -6.34957  -14.38008  0.079
H  25.65224  -5.27608  -14.00050  0.105
H  24.18703  -4.63233  -14.74066  0.104
H  24.47535  -5.82680  -11.91921  0.152
H  23.61809  -3.00290  -12.62233  0.105
H  25.28629  -3.56620  -12.15745  0.109
H  24.12945  -3.68983  -11.01258  0.091
H  22.12785  -4.80455  -13.35247  0.150
C  17.99637  -7.73015  -10.40020  -0.008
C  19.38791  -8.06350  -9.88845  -0.414
C  19.54988  -9.23379  -8.89623  -0.010
O  20.27211  -8.31943  -11.02216  -0.129
H  17.54969  -8.63361  -10.82567  0.103
H  17.98750  -6.97556  -11.18582  0.057
H  17.34454  -7.32217  -9.62918  0.115
H  19.80751  -7.20193  -9.36098  0.135
H  20.58958  -9.51920  -8.74361  0.091
H  18.99852  -10.12513  -9.20644  0.097
H  19.12015  -8.95148  -7.93542  0.107
H  19.89331  -9.11419  -11.44120  0.153
C  17.17664  -3.38653  -14.60444  -0.032
C  17.61043  -3.88838  -13.24501  -0.429
C  16.52565  -4.60761  -12.42424  -0.031
O  18.67981  -4.86090  -13.44069  -0.110
H  17.13472  -4.20020  -15.32710  0.085
H  17.88463  -2.62370  -14.93359  0.085
H  16.22800  -2.85043  -14.59447  0.095
H  18.04174  -3.07655  -12.65793  0.111
H  16.83936  -5.06092  -11.48445  0.059
H  16.01188  -5.34438  -13.04162  0.090
H  15.81810  -3.84003  -12.09853  0.095
H  18.97697  -5.04826  -12.53998  0.024
C  18.86198  -8.16902  -14.81228  -0.016
C  20.35774  -8.02922  -14.55397  -0.402
C  21.16584  -7.52307  -15.74186  -0.018
O  20.49643  -7.00213  -13.51825  -0.156
H  18.75588  -8.98456  -15.53248  0.109
H  18.41892  -7.34446  -15.37564  0.100
H  18.31867  -8.31786  -13.88202  0.086
H  20.72470  -8.98817  -14.18272  0.146
H  21.25400  -8.27120  -16.53139  0.106
H  22.19520  -7.32768  -15.43417  0.072
H  20.75060  -6.62528  -16.20146  0.104
H  19.98223  -6.24738  -13.89902  0.098
C  21.23545  -2.47844  -10.07571  -0.072
C  19.83190  -2.16381  -9.56989  -0.461
C  19.10400  -1.23934  -10.53887  -0.045
O  19.11566  -3.40305  -9.52001  -0.063
H  21.06768  -2.80734  -11.10840  0.062
H  21.71118  -3.29242  -9.52575  0.077
H  21.86933  -1.59281  -10.09503  0.094
H  19.87334  -1.75231  -8.56123  0.146
H  19.48707  -0.21911  -10.56171  0.090
H  18.06170  -1.21827  -10.21793  0.090
H  19.11452  -1.61949  -11.56119  0.058
H  19.59441  -4.02603  -10.08379  0.022

***

(7)
Density functional theory data (ωB97M-V/def2-TZVPD) for an isolated molecule of C17H22F2N2O5S in a non-equilibrium geometry.

Values from the calculation:
* highest occupied orbital energy: -8.83 eV
* energy above the lowest of the compared OMol25 structures with the same formula, charge and spin: 20.2 kJ/mol
* Kohn-Sham gap: 9.42 eV

Each line ends with the Löwdin charge.
Element x y z (Å)
O  0.03724  3.00672  -1.67740  0.134
C  -0.79579  2.71753  -0.86437  -0.600
N  -2.14798  2.88478  -1.06052  0.038
S  -3.31205  2.40428  0.03799  0.659
O  -3.07416  3.01030  1.28805  -0.193
O  -4.54879  2.56244  -0.64074  -0.216
O  -2.93543  0.83149  0.08376  -0.138
C  -3.94566  -0.08252  -0.07032  -0.238
C  -3.79333  -1.15148  -0.94396  0.020
C  -4.80175  -2.08887  -1.08472  0.002
C  -5.96879  -1.93699  -0.35689  -0.270
F  -6.95190  -2.83913  -0.49973  0.074
C  -6.15305  -0.88391  0.52319  0.091
C  -5.12779  0.03242  0.65815  -0.209
F  -5.25700  1.04355  1.52773  0.095
O  -0.58443  2.19521  0.33471  -0.005
C  0.77683  1.88491  0.66197  -0.098
C  1.16159  0.50563  0.11605  -0.239
C  0.18050  -0.53940  0.64835  -0.149
C  0.54210  -1.89693  0.06823  -0.173
C  1.98032  -2.22012  0.44464  -0.205
N  2.89368  -1.21525  -0.06808  -0.123
C  4.26378  -1.62317  0.19213  -0.207
C  5.25687  -0.67640  -0.46442  -0.187
C  5.04595  0.72056  0.09670  -0.200
C  3.59613  1.12759  -0.13649  -0.143
C  2.61184  0.11670  0.46474  -0.279
H  -2.45133  3.22909  -1.95585  0.146
H  -2.87415  -1.24293  -1.49946  0.127
H  -4.69334  -2.92547  -1.75569  0.122
H  -7.06406  -0.77914  1.08940  0.138
H  0.81364  1.89939  1.75257  0.147
H  1.41408  2.66951  0.24843  0.121
H  1.08295  0.53916  -0.97551  0.156
H  0.24997  -0.57715  1.73862  0.130
H  -0.84028  -0.25686  0.38981  0.095
H  0.45620  -1.87116  -1.01909  0.117
H  -0.12213  -2.67326  0.45178  0.112
H  2.26935  -3.18208  0.01232  0.119
H  2.05744  -2.30801  1.54559  0.129
H  4.39149  -2.63057  -0.21326  0.119
H  4.46686  -1.66857  1.27943  0.129
H  6.27380  -1.02467  -0.27693  0.110
H  5.08446  -0.66919  -1.54119  0.116
H  5.71523  1.43634  -0.38328  0.109
H  5.26205  0.72173  1.16807  0.113
H  3.42595  2.10879  0.30522  0.109
H  3.40955  1.19383  -1.20914  0.131
H  2.72337  0.12129  1.56940  0.164

***

(8)
Density functional theory data (ωB97M-V/def2-TZVPD) for an isolated molecule of C5H7NOS in a non-equilibrium geometry.

Values from the calculation:
* highest occupied orbital energy: -8.22 eV
* energy above the lowest of the compared OMol25 structures with the same formula, charge and spin: 425.0 kJ/mol
* Kohn-Sham gap: 8.26 eV

Each line ends with the Löwdin charge.
Element x y z (Å)
O  2.38331  -1.63276  1.20564  -0.044
N  1.12320  -1.00716  1.10801  0.017
C  1.01953  0.13576  0.56772  -0.201
C  -0.19489  0.86738  0.62426  -0.238
C  -0.70295  1.09523  -0.78756  -0.224
C  -0.93703  -0.15405  -1.52285  -0.177
C  -1.42778  -1.16095  -0.86603  -0.717
S  -1.95273  -2.41106  -0.14939  0.800
H  2.45556  -2.09964  1.99738  0.049
H  1.79094  0.68263  -0.10084  0.169
H  -0.00081  1.87841  1.04485  0.138
H  -0.95781  0.56200  1.24896  0.094
H  -0.08678  1.87234  -1.22397  0.115
H  -1.63269  1.57704  -0.55472  0.108
H  -0.87908  -0.20516  -2.59147  0.112

***

For reference, electronic energy by record: -26989.77444; -184934.22360; -9290.49596; -10739.17140; -112485.68746; -63528.00395; -47474.14098; -19667.19771 eV.